Formula: C30H81N7O12PbS
Source: the Open Molecules 2025 dataset
Level of theory: ωB97M-V/def2-TZVPD

Summary:
LUMO energy in eV: 0.21
Max |F| in eV/A: 4.03
M in g/mol: 971.282
E_HOMO in eV: -8.458
Relative energy (zero: lowest compared OMol25 entry of this formula, charge and spin) in kJ/mol: 0.0

ORCA input file:
```
! wB97M-V def2-TZVPD RIJCOSX def2/J DEFGRID3
* xyz 0 1
Pb 0.542 -0.219 -3.373
S 0.274 0.520 -0.551
O 0.073 -0.483 0.517
O -0.759 0.162 -1.646
O -0.004 1.842 -0.181
O 1.566 0.386 -1.216
C -4.482 2.647 -1.928
C -3.286 3.438 -1.435
C -3.223 3.415 0.054
O -4.388 4.080 0.604
C -4.231 4.245 2.026
N -2.038 2.915 -1.988
H -4.597 2.676 -2.999
H -5.432 3.085 -1.623
H -4.374 1.649 -1.496
H -3.334 4.480 -1.770
H -2.326 3.990 0.383
H -3.209 2.358 0.367
H -4.043 3.277 2.478
H -5.144 4.631 2.447
H -3.428 4.929 2.226
H -1.927 1.928 -1.681
H -1.284 3.351 -1.477
C -0.744 -1.710 4.060
C -0.145 -0.374 4.525
C 1.333 -0.600 4.733
O 1.660 -1.606 5.742
C 3.087 -1.584 5.958
N -0.389 0.812 3.637
H -0.779 -2.409 4.899
H -0.164 -2.098 3.212
H -1.771 -1.647 3.669
H -0.586 -0.087 5.501
H 1.860 0.330 4.982
H 1.763 -0.994 3.786
H 3.515 -1.893 5.013
H 3.279 -2.264 6.783
H 3.448 -0.560 6.132
H -0.364 0.495 2.667
H -1.237 1.332 3.841
C 4.384 -1.204 -0.669
C 3.841 -2.249 0.257
C 3.831 -1.901 1.758
O 5.125 -1.689 2.346
C 5.874 -2.904 2.416
N 2.480 -2.680 -0.118
H 5.440 -0.977 -0.389
H 3.784 -0.288 -0.652
H 4.348 -1.623 -1.679
H 4.491 -3.122 0.102
H 3.253 -2.669 2.291
H 3.281 -0.988 1.983
H 6.240 -3.210 1.436
H 5.303 -3.663 2.945
H 6.712 -2.653 3.069
H 2.236 -3.527 0.357
H 1.862 -1.956 0.271
C 1.618 -4.095 -3.819
C 0.244 -3.721 -3.262
C -0.349 -4.979 -2.561
O -0.702 -5.999 -3.510
C -1.323 -7.108 -2.891
N 0.308 -2.576 -2.323
H 2.049 -3.470 -4.602
H 1.428 -5.096 -4.220
H 2.323 -4.236 -3.008
H -0.418 -3.528 -4.093
H -1.230 -4.771 -1.954
H 0.405 -5.268 -1.831
H -0.617 -7.762 -2.379
H -1.744 -7.790 -3.637
H -2.132 -6.813 -2.205
H 1.086 -2.745 -1.650
H -0.537 -2.579 -1.771
C -3.529 -3.234 1.449
C -3.429 -2.149 0.396
C -3.479 -0.724 1.002
O -4.705 -0.396 1.653
C -5.668 0.143 0.751
N -2.112 -2.341 -0.290
H -2.570 -3.309 1.976
H -3.818 -4.192 1.000
H -4.326 -2.937 2.139
H -4.240 -2.256 -0.339
H -3.247 0.020 0.223
H -2.670 -0.587 1.740
H -5.705 -0.456 -0.174
H -5.498 1.230 0.602
H -6.678 -0.005 1.153
H -1.960 -1.453 -0.737
H -1.459 -2.244 0.476
C 2.798 4.400 1.163
C 2.338 3.500 2.317
C 2.999 3.835 3.650
O 4.434 3.957 3.646
C 4.794 4.461 4.905
N 0.888 3.512 2.508
H 2.519 5.440 1.391
H 2.474 4.117 0.165
H 3.900 4.297 1.129
H 2.630 2.498 1.960
H 2.755 3.166 4.440
H 2.509 4.808 3.877
H 5.853 4.635 4.913
H 4.510 3.719 5.662
H 4.302 5.399 5.124
H 0.573 3.141 1.625
H 0.744 2.797 3.197
C 2.791 2.618 -2.482
O 1.916 2.218 -3.525
C 1.032 3.260 -3.903
C 0.071 2.727 -4.936
N -0.912 1.818 -4.331
C -1.727 1.234 -5.377
C -2.703 0.208 -4.806
O -1.988 -0.864 -4.220
C -2.822 -1.783 -3.518
H 2.333 2.754 -1.509
H 3.354 3.534 -2.706
H 3.574 1.853 -2.384
H 1.627 3.986 -4.455
H 0.488 3.658 -3.034
H 0.670 2.280 -5.732
H -0.500 3.530 -5.404
H -1.415 2.340 -3.588
H -1.105 0.749 -6.120
H -2.345 2.052 -5.773
H -3.342 -0.182 -5.605
H -3.361 0.739 -4.105
H -3.564 -2.232 -4.184
H -3.379 -1.289 -2.728
H -2.224 -2.605 -3.155
*
```

Results of the Mulliken charge analysis, in e, for atoms 1 through 99: atom 1 (Pb): 1.09, atom 2 (S): 0.55, atom 3 (O): -0.20, atom 4 (O): 0.07, atom 5 (O): -0.42, atom 6 (O): -0.57, atom 7 (C): -1.23, atom 8 (C): -0.35, atom 9 (C): 0.46, atom 10 (O): -0.48, atom 11 (C): -0.74, atom 12 (N): -0.07, atom 13 (H): 0.33, atom 14 (H): 0.47, atom 15 (H): 0.01, atom 16 (H): 0.50, atom 17 (H): 0.43, atom 18 (H): -0.09, atom 19 (H): 0.23, atom 20 (H): 0.29, atom 21 (H): 0.36, atom 22 (H): -0.79, atom 23 (H): 0.20, atom 24 (C): -1.23, atom 25 (C): 0.08, atom 26 (C): 0.27, atom 27 (O): -0.44, atom 28 (C): -0.40, atom 29 (N): -0.19, atom 30 (H): 0.51, atom 31 (H): 0.09, atom 32 (H): 0.33, atom 33 (H): 0.45, atom 34 (H): 0.12, atom 35 (H): -0.28, atom 36 (H): 0.06, atom 37 (H): 0.27, atom 38 (H): 0.26, atom 39 (H): -0.25, atom 40 (H): 0.25, atom 41 (C): -1.12, atom 42 (C): 0.48, atom 43 (C): -0.41, atom 44 (O): -0.41, atom 45 (C): -0.81, atom 46 (N): -0.24, atom 47 (H): 0.37, atom 48 (H): -0.09, atom 49 (H): 0.34, atom 50 (H): 0.48, atom 51 (H): 0.54, atom 52 (H): -0.26, atom 53 (H): 0.28, atom 54 (H): 0.33, atom 55 (H): 0.30, atom 56 (H): 0.24, atom 57 (H): -0.37, atom 58 (C): -1.49, atom 59 (C): 0.34, atom 60 (C): -0.55, atom 61 (O): -0.39, atom 62 (C): -0.72, atom 63 (N): 0.81, atom 64 (H): 0.28, atom 65 (H): 0.46, atom 66 (H): 0.28, atom 67 (H): 0.30, atom 68 (H): 0.27, atom 69 (H): 0.41, atom 70 (H): 0.30, atom 71 (H): 0.28, atom 72 (H): 0.28, atom 73 (H): 0.04, atom 74 (H): -0.21, atom 75 (C): -1.59, atom 76 (C): 0.71, atom 77 (C): 1.20, atom 78 (O): -0.52, atom 79 (C): -0.48, atom 80 (N): 0.26, atom 81 (H): 0.28, atom 82 (H): 0.31, atom 83 (H): 0.42, atom 84 (H): 0.37, atom 85 (H): -0.31, atom 86 (H): -0.70, atom 87 (H): 0.21, atom 88 (H): 0.09, atom 89 (H): 0.33, atom 90 (H): -0.99, atom 91 (H): -0.06, atom 92 (C): -1.41, atom 93 (C): 1.49, atom 94 (C): -0.94, atom 95 (O): -0.33, atom 96 (C): -0.74, atom 97 (N): -0.79, atom 98 (H): 0.32, atom 99 (H): 0.17

Formula: C30H85N3O11
Source: the Open Molecules 2025 dataset
Level of theory: ωB97M-V/def2-TZVPD

Summary:
LUMO energy in eV: 0.42
Max |F| in eV/A: 3.50
M in g/mol: 664.020
E_HOMO in eV: -8.812
SMILES: COC[C@H](C)N.COC[C@H](C)N.COC[C@H](C)N.CC(C)O.CC(C)O.CCO.CCO.CCO.CCO.CCO.CCO
Relative energy (zero: lowest compared OMol25 entry of this formula, charge and spin) in kJ/mol: 195.6

ORCA input file:
```
! wB97M-V def2-TZVPD RIJCOSX def2/J DEFGRID3
* xyz 0 1
C 3.336 2.525 -8.446
O 3.689 1.711 -7.347
C 2.594 1.526 -6.444
C 2.990 0.951 -5.140
C 1.745 0.327 -4.485
N 3.679 1.873 -4.274
H 2.321 2.403 -8.814
H 3.986 2.299 -9.317
H 3.429 3.571 -8.187
H 2.136 2.473 -6.182
H 1.855 0.898 -6.984
H 3.657 0.078 -5.333
H 1.263 -0.393 -5.095
H 1.020 1.093 -4.168
H 2.038 -0.268 -3.594
H 4.578 2.214 -4.651
H 3.179 2.684 -3.883
C 2.680 -4.735 0.741
O 1.596 -4.543 -0.139
C 1.905 -4.564 -1.544
C 1.700 -3.159 -2.250
C 0.335 -2.510 -1.932
N 1.843 -3.379 -3.653
H 3.093 -5.716 0.515
H 2.340 -4.663 1.751
H 3.443 -3.980 0.547
H 2.902 -4.904 -1.916
H 1.126 -5.161 -2.045
H 2.425 -2.424 -1.943
H 0.314 -1.497 -2.279
H 0.059 -2.579 -0.879
H -0.473 -3.048 -2.421
H 2.737 -3.828 -3.883
H 1.146 -4.006 -4.032
C 1.056 -5.441 4.337
O 0.253 -4.410 3.899
C -0.717 -4.671 2.900
C -1.075 -3.359 2.168
C -1.913 -3.548 0.942
N 0.124 -2.632 1.807
H 1.593 -5.914 3.516
H 0.499 -6.247 4.870
H 1.748 -4.956 5.001
H -0.325 -5.388 2.214
H -1.619 -5.142 3.303
H -1.659 -2.748 2.882
H -1.191 -4.062 0.287
H -2.208 -2.593 0.502
H -2.788 -4.205 1.193
H 0.758 -2.616 2.602
H 0.601 -3.173 1.097
C -1.898 0.566 6.447
C -0.912 -0.593 6.190
C -1.045 -1.179 4.814
O 0.408 -0.164 6.472
H -2.898 0.217 6.168
H -1.678 1.347 5.702
H -1.912 0.893 7.476
H -1.225 -1.363 6.916
H -2.140 -1.386 4.671
H -0.407 -2.082 4.700
H -0.765 -0.539 4.043
H 1.067 -0.839 6.229
C -0.773 3.532 -3.058
C 0.323 4.352 -2.364
C 0.010 4.590 -0.904
O 1.506 3.562 -2.454
H -1.797 3.980 -3.013
H -0.831 2.502 -2.710
H -0.535 3.508 -4.153
H 0.535 5.306 -2.916
H -0.910 5.210 -0.892
H 0.804 5.060 -0.298
H -0.210 3.605 -0.365
H 1.200 2.625 -2.342
C -5.285 0.302 2.745
C -5.345 -1.216 2.809
O -4.276 -1.864 2.090
H -4.464 0.757 3.272
H -6.159 0.653 3.305
H -5.304 0.678 1.729
H -6.273 -1.620 2.365
H -5.205 -1.502 3.847
H -3.984 -1.271 1.375
C -4.107 3.822 1.426
C -4.390 4.346 0.039
O -3.334 4.051 -0.853
H -3.086 4.056 1.754
H -4.165 2.712 1.417
H -4.808 4.227 2.177
H -4.438 5.457 0.014
H -5.336 4.009 -0.376
H -3.437 3.213 -1.273
C -2.887 -0.415 -2.455
C -2.988 0.473 -1.222
O -2.842 -0.277 -0.028
H -2.053 -1.124 -2.412
H -2.883 0.212 -3.398
H -3.786 -1.020 -2.543
H -3.889 0.999 -1.264
H -2.109 1.115 -1.420
H -2.108 -0.031 0.501
C -0.238 4.696 3.634
C 1.200 4.301 3.345
O 1.167 3.921 1.989
H -0.384 5.084 4.642
H -0.871 3.824 3.530
H -0.563 5.390 2.869
H 1.509 3.496 3.984
H 1.934 5.088 3.544
H 2.066 3.689 1.745
C 5.341 -1.666 -2.150
C 5.140 -0.695 -0.990
O 3.966 -1.076 -0.230
H 4.688 -1.477 -3.011
H 5.155 -2.645 -1.704
H 6.385 -1.462 -2.508
H 5.061 0.372 -1.292
H 6.102 -0.736 -0.409
H 3.652 -0.278 0.177
C 0.661 0.904 0.246
C -0.009 1.041 1.593
O -0.955 -0.001 1.827
H -0.006 0.922 -0.623
H 1.127 -0.106 0.195
H 1.452 1.663 0.047
H -0.613 1.979 1.615
H 0.771 1.043 2.371
H -0.521 -0.888 1.768
*
```

Results of the Mulliken charge analysis, in e, for atoms 1 through 99: atom 1 (C): -0.78, atom 2 (O): -0.34, atom 3 (C): -0.86, atom 4 (C): 0.57, atom 5 (C): -0.67, atom 6 (N): -0.48, atom 7 (H): 0.33, atom 8 (H): 0.24, atom 9 (H): 0.30, atom 10 (H): 0.29, atom 11 (H): 0.39, atom 12 (H): 0.13, atom 13 (H): 0.65, atom 14 (H): 0.04, atom 15 (H): -0.23, atom 16 (H): 0.28, atom 17 (H): 0.16, atom 18 (C): -0.59, atom 19 (O): -0.08, atom 20 (C): -1.39, atom 21 (C): 1.81, atom 22 (C): -0.95, atom 23 (N): -0.61, atom 24 (H): 0.34, atom 25 (H): 0.06, atom 26 (H): 0.21, atom 27 (H): 0.43, atom 28 (H): 0.27, atom 29 (H): -0.58, atom 30 (H): -0.13, atom 31 (H): 0.06, atom 32 (H): 0.45, atom 33 (H): 0.29, atom 34 (H): 0.30, atom 35 (C): -0.81, atom 36 (O): -0.22, atom 37 (C): -1.17, atom 38 (C): 1.69, atom 39 (C): -1.33, atom 40 (N): -0.05, atom 41 (H): 0.30, atom 42 (H): 0.26, atom 43 (H): 0.25, atom 44 (H): 0.44, atom 45 (H): 0.42, atom 46 (H): -0.55, atom 47 (H): 0.49, atom 48 (H): -0.13, atom 49 (H): 0.50, atom 50 (H): 0.38, atom 51 (H): -0.63, atom 52 (C): -1.24, atom 53 (C): 0.57, atom 54 (C): -0.43, atom 55 (O): -0.58, atom 56 (H): 0.34, atom 57 (H): 0.15, atom 58 (H): 0.38, atom 59 (H): 0.21, atom 60 (H): -0.01, atom 61 (H): 0.15, atom 62 (H): 0.20, atom 63 (H): 0.32, atom 64 (C): -0.34, atom 65 (C): 0.25, atom 66 (C): -0.72, atom 67 (O): -0.54, atom 68 (H): 0.32, atom 69 (H): -0.37, atom 70 (H): 0.26, atom 71 (H): 0.35, atom 72 (H): 0.26, atom 73 (H): 0.38, atom 74 (H): -0.17, atom 75 (H): 0.25, atom 76 (C): -1.04, atom 77 (C): -0.36, atom 78 (O): -0.41, atom 79 (H): 0.24, atom 80 (H): 0.44, atom 81 (H): 0.27, atom 82 (H): 0.27, atom 83 (H): 0.33, atom 84 (H): 0.26, atom 85 (C): -0.03, atom 86 (C): -0.48, atom 87 (O): -0.36, atom 88 (H): -0.12, atom 89 (H): -0.26, atom 90 (H): 0.43, atom 91 (H): 0.26, atom 92 (H): 0.35, atom 93 (H): 0.17, atom 94 (C): -1.16, atom 95 (C): 0.76, atom 96 (O): 0.08, atom 97 (H): 0.04, atom 98 (H): 0.36, atom 99 (H): 0.42

no.,frontier orbital gap (eV)
1,8.66
2,9.23